The molecule CBrClFNO2 in a non-equilibrium geometry, computed with ωB97M-V with the def2-TZVPD basis set.

Summary:
calculated total energy = -3377.2762 Eh
gap between HOMO and LUMO = 10.9 eV
relative energy (zero: lowest compared OMol25 entry of this formula, charge and spin) = 13.0 kcal/mol
2S+1 = 1
charge = 0
SMILES string = O=[N+]([O-])[C@@](F)(Cl)Br

Geometry (Å):
O -1.29692 -0.51445 -1.03064
N -0.78458 -0.00515 -0.07299
O -1.05778 0.06208 1.05508
C 0.85371 0.43329 -0.28732
F 1.53163 -0.56828 0.38822
Cl 1.31267 0.32408 -2.01482
Br 1.02879 2.01640 0.81382

Forces on the atoms, in the same order (eV/Å):
O -0.6886 0.3698 0.4108
N 3.7109 -0.7584 -2.7245
O -1.8612 0.0629 2.1702
C -0.1666 -1.2413 0.4532
F -0.9328 1.0468 -0.9505
Cl -0.4495 0.6511 1.7023
Br 0.3879 -0.1308 -1.0616

Atomic charges from the Mulliken analysis, expressed in e, are listed below: -0.505, 0.825, -0.454, 0.415, -0.175, -0.079, -0.027